{"formula": "CH2N4O", "method": "ωB97M-V/def2-TZVPD", "species": ["C", "H", "H", "N", "N", "N", "N", "O"], "positions_angstrom": [[-0.70, -0.92, 0.33], [1.48, 1.56, -0.62], [0.44, -0.55, -1.66], [-0.42, -0.03, 1.41], [0.18, 1.06, 1.11], [0.36, 1.05, -0.20], [-0.32, -0.10, -0.75], [-1.03, -2.07, 0.39]], "lowdin_charge": [-0.564, 0.288, 0.267, 0.047, -0.027, -0.139, 0.046, 0.081], "lumo_energy_ev": -0.56, "homo_lumo_gap_ha": 0.34041, "e_homo_ha": -0.361, "total_energy_ha": -333.41523, "e_above_lowest_ev": 3.608}



{"formula": "C2H6O2S", "method": "ωB97M-V/def2-TZVPD", "species": ["C", "S", "H", "H", "H", "H", "O", "C", "O", "H", "H"], "positions_angstrom": [[0.81, 1.53, 0.78], [1.80, 0.80, -0.53], [1.41, 1.70, 1.66], [0.45, 2.51, 0.49], [0.00, 0.88, 1.13], [2.14, -0.26, 0.19], [-1.35, -1.40, 1.20], [-1.92, -0.95, 0.25], [-1.43, -0.91, -0.99], [-2.91, -0.48, 0.27], [-0.51, -1.23, -0.97]], "lowdin_charge": [-0.487, 0.637, 0.021, 0.028, 0.008, -0.158, 0.057, -0.409, 0.062, 0.142, 0.100], "smiles": "O=CO.CS", "lumo_energy_ev": 0.77, "homo_lumo_gap_ha": 0.36975, "e_homo_ha": -0.341, "total_energy_ha": -628.46579, "e_above_lowest_ev": 0.096}